# C91H216N12O23

A 16-piece molecular cluster, C91H216N12O23 overall in a non-equilibrium geometry (ωB97M-V/def2-TZVPD, OMol25).

```
342
Properties=species:S:1:pos:R:3:forces:R:3
C 4.771507 4.282657 0.858407 -0.7984 -1.5052 0.0547
O 3.593036 3.791834 0.110789 1.5790 0.2353 1.3693
H 5.159946 5.238408 0.524685 -0.1628 0.1007 -0.2348
H 4.577728 4.296916 1.935266 -0.4246 0.3794 -0.1663
H 5.532960 3.506889 0.775098 0.1920 0.1677 -0.3691
H 3.278031 4.525432 -0.400665 -0.4952 0.7803 -0.7428
C 4.340889 -3.768473 -1.312711 -0.2621 -2.3185 0.6185
O 3.731574 -4.198073 -2.535874 0.1371 0.7761 0.0557
H 4.490467 -4.722834 -0.706533 0.1662 1.3467 -0.6615
H 5.258502 -3.247246 -1.514130 0.5866 0.0421 0.0786
H 3.705907 -3.128270 -0.719112 -0.4389 0.3730 0.1030
H 3.881060 -3.428092 -3.114744 0.0319 -0.1830 -0.1128
C -0.354299 -1.439930 6.673391 1.0463 1.8396 -0.4982
O 0.616538 -0.465656 6.137937 -0.3888 -1.2453 -0.4491
H 0.014511 -1.651123 7.669132 -0.4729 -0.3735 0.3957
H -1.312700 -0.912256 6.666565 0.0773 -0.2593 0.2712
H -0.445910 -2.343272 6.081845 0.1959 -0.1197 -0.2359
H 1.303569 -0.950893 5.605529 -0.3190 0.2196 0.1765
C 1.771764 -6.355834 3.067715 1.3322 0.9429 -1.1478
O 1.106354 -5.167572 2.766577 -0.3951 1.3958 -1.0943
H 2.579641 -6.502137 2.317033 -0.3847 -0.4703 0.3314
H 2.283651 -6.244977 4.014065 -0.0856 -0.1539 0.4664
H 1.067277 -7.148851 3.070960 -0.3748 -1.2152 0.1493
H 1.084404 -4.991941 1.770044 -0.0862 -0.4241 1.5768
C -5.910057 4.913052 0.867755 -0.7191 -0.2143 -0.0994
C -4.526036 4.359783 1.015633 0.6394 -0.4282 0.2685
C -3.971964 3.817125 -0.315454 1.3455 1.8045 0.2376
C -3.641161 5.049251 -1.253010 0.1054 -2.6196 -0.9931
C -2.603954 5.912729 -0.633298 0.0204 0.1547 0.6828
C -3.091622 6.559752 0.656208 0.6511 -1.1775 -0.1936
N -3.508610 5.362731 1.498705 0.3458 1.1200 -0.7448
O -3.960749 5.921324 2.706400 -0.6732 0.1303 0.5414
C -1.834818 7.215743 1.336686 0.2325 -0.7953 -0.5625
C -4.131575 7.632206 0.345026 -0.4371 1.2378 0.5671
C -4.521544 3.266171 2.067227 0.0547 -0.9900 -0.8918
H -5.956552 5.297689 -0.114859 -0.6386 0.6450 -1.0887
H -6.117824 5.691811 1.549941 0.1534 1.1354 0.8393
H -6.770890 4.256469 1.031780 0.5183 -0.6178 -0.2604
H -3.080327 3.211774 -0.028744 -0.3005 0.8598 -0.6346
H -4.570455 3.164808 -0.900489 -1.2495 -0.7108 0.0639
H -4.545665 5.596604 -1.581719 0.3467 -0.2264 0.4856
H -3.256523 4.597720 -2.211486 -0.1630 0.4722 0.7221
H -2.325418 6.658066 -1.338755 0.5261 0.9398 -0.5510
H -1.720711 5.354737 -0.327677 0.0972 -0.3540 -0.3855
H -2.137770 7.820791 2.183661 0.0982 0.1556 0.1601
H -1.035705 6.475198 1.657420 -1.3394 0.6385 -0.3766
H -1.317926 7.838080 0.576163 -0.5425 -0.0504 0.4524
H -4.682510 7.933463 1.258701 0.2849 -0.2607 -0.3537
H -3.596648 8.564266 0.016934 -0.4190 -0.8238 0.0933
H -4.900252 7.392680 -0.417287 0.6313 -0.1354 0.3726
H -5.035508 3.618366 2.922433 -0.8057 0.2262 0.9196
H -3.489009 3.073352 2.394278 -0.3793 -0.2076 -0.2923
H -5.057056 2.356732 1.646981 0.8117 0.8612 0.6369
H -3.216585 5.807200 3.312460 0.2563 -0.3582 0.1338
C 1.777244 -0.428074 -0.642571 -1.3043 0.5318 -0.4832
C 0.727123 0.716342 -0.533525 0.1810 -1.9673 2.0291
C -0.646527 0.021071 -0.746797 0.0788 0.4489 -3.0427
C -1.780773 1.018020 -0.464151 0.4360 0.6306 0.0169
C -1.778326 1.283237 1.032332 0.2844 -0.8692 0.6288
C -0.394613 1.770816 1.504605 0.0365 -0.1618 0.6538
N 0.635706 0.949850 0.928958 0.9269 -1.5575 -0.3513
O 1.924415 1.260510 1.429736 -0.3683 0.0612 0.1649
C -0.152576 3.203745 1.095721 -0.7830 1.8379 0.5786
C -0.360599 1.565493 3.048300 -1.0955 1.1997 -1.1985
C 1.144857 1.910627 -1.395311 -1.0873 -0.1091 0.8185
H 1.752700 -1.051294 0.239714 -0.1385 -0.1473 0.2063
H 2.752011 -0.032936 -0.737666 1.1950 0.2921 -0.2693
H 1.481477 -1.002249 -1.522074 0.3732 -0.2283 -0.1683
H -0.669504 -0.414178 -1.828966 -0.1461 0.9579 1.4272
H -0.704408 -0.878607 -0.129191 0.0111 0.3147 0.3017
H -2.732755 0.669289 -0.865321 -0.0433 0.1088 0.1762
H -1.548340 2.033022 -0.908418 -0.3203 -1.2638 -0.1705
H -2.087206 0.420172 1.643340 0.5152 -0.4232 -0.4680
H -2.506271 1.972988 1.409089 -0.1988 0.7542 -0.4894
H -0.279972 3.425391 0.031769 -0.2925 -0.2515 0.3238
H -0.879053 3.871201 1.626808 0.6746 -0.3483 -0.2822
H 0.876853 3.535007 1.304011 -0.3181 0.0441 0.3146
H -0.571936 0.538642 3.283559 0.3768 -0.5850 0.1253
H 0.512509 1.975336 3.529911 0.2412 -0.1235 0.0657
H -1.247193 2.113253 3.388791 0.1593 0.1606 0.4062
H 0.354824 2.651765 -1.331353 -0.0271 -0.0521 -0.9248
H 1.315170 1.543328 -2.390164 0.1308 0.1684 -0.6697
H 2.008458 2.453164 -1.013189 0.3477 -0.4628 -0.0088
H 2.101869 2.135927 1.080310 0.6295 0.6259 -0.0572
C 2.788161 7.129370 -4.427986 1.4676 0.9284 -0.7084
C 3.523062 6.468628 -3.243871 -2.3863 -1.2691 0.3040
C 4.644476 7.276093 -2.726407 1.0660 -0.1295 1.8865
C 4.189329 8.449300 -1.900871 1.4175 0.9256 0.2594
C 3.304006 7.979844 -0.768195 0.7028 1.9793 0.6508
C 2.058563 7.345987 -1.297059 -1.7545 0.1870 -0.6025
N 2.570397 6.195046 -2.080754 0.9946 0.3122 -0.7714
O 1.559479 5.298595 -2.468243 0.2394 -0.2318 0.2018
C 1.176493 6.680094 -0.245031 0.8815 0.1250 0.1997
C 1.148997 8.460179 -1.986150 0.0793 -2.0135 -0.0989
C 4.070747 5.128776 -3.695183 -0.5594 -1.3097 0.4500
H 2.936234 8.218451 -4.466580 0.2110 -0.1721 0.2548
H 1.717369 7.060099 -4.467215 -0.5187 -0.6866 -0.0352
H 3.273248 6.762467 -5.354283 -0.7049 0.0868 0.2735
H 5.257373 6.627853 -2.022701 -0.6526 0.5244 -0.7492
H 5.322736 7.559317 -3.496155 0.4488 0.2727 -0.9018
H 3.779313 9.288770 -2.452672 -0.6977 -0.2164 -0.4847
H 5.081976 8.971879 -1.502037 -0.1798 -0.5578 0.1878
H 3.170644 8.908327 -0.150029 -0.5949 -1.0426 -0.1829
H 3.882124 7.279682 -0.180986 0.0349 -0.3565 0.3487
H 0.788196 7.474314 0.373728 -0.0614 0.0751 0.5386
H 0.305896 6.156037 -0.708734 1.0484 0.1316 0.6019
H 1.915879 6.058499 0.325017 -1.3233 -0.0031 -0.0962
H 1.609842 8.886931 -2.859286 -0.1020 0.2298 -0.3242
H 0.166512 8.014977 -2.197060 0.2754 -0.0823 -0.5584
H 0.868459 9.226003 -1.297251 0.3865 0.6456 0.7413
H 4.685688 5.319020 -4.546923 0.7119 -0.0488 -0.5805
H 3.304914 4.385143 -4.004897 0.2243 0.7014 0.1593
H 4.656092 4.624984 -2.903501 -0.1598 0.3965 -0.2677
H 1.077068 5.676553 -3.205046 -0.3101 0.3587 -0.4531
C -9.915523 -0.364781 -1.935774 -0.6523 0.9674 -0.0419
C -8.737437 -0.959792 -1.166607 -1.3315 0.5954 -0.4914
C -8.663687 -2.371422 -1.726005 2.0935 -1.4735 1.3341
C -7.331586 -3.071450 -1.307684 -1.3061 0.0893 0.5358
C -6.186436 -2.217774 -1.719349 -0.4531 1.0561 -0.6642
C -6.242435 -0.765931 -1.231627 0.3763 0.6953 -0.6100
N -7.545755 -0.222800 -1.598166 -0.2764 0.3731 -1.1495
O -7.615704 1.131142 -1.135745 -0.0790 0.3194 0.2996
C -5.985633 -0.636505 0.248966 1.5003 -0.1166 0.7567
C -5.156389 -0.022155 -2.068258 -1.9531 0.3953 0.9798
C -9.017741 -0.919600 0.342571 -0.5865 1.9744 -0.6290
H -10.912061 -0.826239 -1.671992 1.1801 0.2958 -0.3592
H -9.677008 -0.453971 -3.005714 -0.4267 -0.0765 0.2236
H -9.982358 0.715651 -1.727067 -0.2116 -0.3189 0.0448
H -9.430267 -3.037692 -1.340379 -0.6242 0.4059 -0.0359
H -8.655994 -2.421202 -2.804610 -0.3419 0.4400 -0.3898
H -7.333154 -4.041238 -1.816491 0.3066 -0.0379 0.3158
H -7.313010 -3.222916 -0.200124 -0.0319 -0.1546 -0.7700
H -6.135284 -2.115382 -2.809307 0.0159 -0.3895 -0.0201
H -5.274827 -2.604169 -1.362418 1.3270 -0.6032 0.2676
H -6.511042 -1.417588 0.772046 0.1806 -0.4727 0.4248
H -4.887056 -0.678563 0.468532 -0.8099 -0.3666 -0.1850
H -6.310783 0.282490 0.722323 -0.1882 0.4106 -0.4170
H -4.966218 0.926499 -1.616506 0.3432 0.7183 0.4550
H -4.272248 -0.592984 -2.094709 1.1404 -0.7156 -0.2653
H -5.564188 0.203515 -3.037696 0.0380 -0.2919 -0.6490
H -10.073028 -0.804226 0.556598 -0.3942 -0.6311 -0.1395
H -8.620561 -0.055686 0.886074 0.4311 -0.0810 -0.5350
H -8.610229 -1.777652 0.736363 0.5558 -1.9589 1.4700
H -7.865966 1.735150 -1.864239 0.2512 -1.0569 0.1445
C 2.216993 1.416181 8.325535 -0.5876 1.5247 0.1501
C 1.846134 2.929200 7.949692 -1.4010 -1.4074 1.2558
C 2.652003 3.977448 8.792044 -0.5986 -1.9831 -0.2559
C 4.057370 3.984298 8.301782 1.0942 0.3505 -1.0804
C 4.026956 4.288412 6.793119 0.7232 -0.9807 -1.1101
C 3.243024 3.300979 5.887589 0.5243 0.3453 -0.3513
N 1.977789 3.197783 6.528255 -2.0455 -0.3252 -0.1595
O 1.026134 2.457542 5.693264 0.6685 0.5717 1.0517
C 2.946160 3.973765 4.514459 -1.5351 -0.2976 0.7815
C 3.983776 1.970300 5.653498 0.3976 0.1687 -0.5720
C 0.327141 3.149439 8.336234 0.4634 -0.6217 -1.7950
H 1.864097 1.148002 9.307963 -0.4611 0.1496 0.5352
H 3.257699 1.241809 8.377456 1.3557 0.0126 -0.1885
H 1.802563 0.690644 7.648757 -0.3161 -0.0913 -0.4617
H 2.230536 4.923925 8.551898 -0.5653 0.9680 0.0530
H 2.472414 3.743370 9.866771 0.4071 0.1883 -0.7046
H 4.632005 3.089979 8.481749 -0.1586 -0.7530 0.1047
H 4.684290 4.737950 8.749391 0.0171 0.6101 0.4025
H 5.020372 4.336421 6.308537 -0.1226 0.1546 0.6154
H 3.538477 5.219669 6.612626 -0.2317 1.0043 0.1239
H 2.228662 4.819019 4.642137 0.5160 -0.7165 -0.0183
H 3.797409 4.355651 4.063133 2.0686 0.8772 -0.5670
H 2.557325 3.277169 3.762645 -0.2799 -0.0910 0.4074
H 3.212080 1.239286 5.359202 0.5725 0.0316 -0.1311
H 4.767555 2.093312 4.850223 -0.9476 -0.1860 0.6276
H 4.520778 1.605516 6.531596 -0.2104 0.0078 0.0657
H 0.194491 3.343637 9.376972 0.0692 0.2349 0.7749
H -0.281838 2.270728 8.077474 0.2565 0.0924 0.0839
H -0.083102 3.959036 7.715283 0.2690 0.0151 0.4265
H 1.032469 1.501055 5.902969 0.1458 0.0975 0.1989
C 4.348320 -1.848956 8.594690 2.0468 -0.0490 -1.4934
O 4.263713 -1.967068 7.126545 -0.0549 0.3192 1.8053
C 3.224500 -2.820363 6.746118 -0.5672 -2.4279 0.1244
C 3.206194 -3.008306 5.252023 1.3906 1.7773 -0.4600
N 2.828653 -1.707312 4.632637 0.1896 0.3704 -0.6456
C 2.677897 -1.746299 3.137078 1.4338 0.0817 0.3944
C 3.995029 -2.190250 2.432218 -0.7644 -0.1755 0.7808
O 5.125139 -1.479373 2.809864 -0.0722 0.5609 0.6390
C 5.150428 -0.115074 2.398655 0.5106 -0.9354 -1.8568
H 3.463690 -1.462407 9.037575 -0.8583 0.9077 0.0939
H 5.284707 -1.237008 8.825522 -1.5112 -0.6705 -0.3675
H 4.468919 -2.827646 9.052838 0.2602 -0.3760 -0.1727
H 2.231269 -2.509865 7.070333 -0.0292 0.4747 0.3164
H 3.352612 -3.877396 7.153162 0.1342 1.0702 0.0283
H 2.559652 -3.770730 4.880745 -0.8960 -0.5309 0.1148
H 4.226836 -3.347667 4.992654 -0.1462 0.2901 -0.1808
H 3.535172 -1.000749 4.908067 -0.4595 -0.6600 -0.3709
H 2.290171 -0.820613 2.694258 0.1204 0.1107 0.6007
H 1.971302 -2.514903 2.927719 -0.8050 -0.6798 -0.2113
H 3.937279 -2.172793 1.346058 -0.4884 -0.1458 -0.3078
H 4.193539 -3.196826 2.791545 0.0151 -0.3271 -0.3704
H 6.122577 -0.110417 1.876265 -0.4033 0.8623 -0.1709
H 5.228268 0.506426 3.259673 -0.3187 0.7062 0.6163
H 4.313255 0.188296 1.679488 0.9720 -0.4831 1.1640
C 1.154638 -0.534289 -6.939300 0.1858 -0.3318 0.5614
O 1.146775 -1.546561 -5.944236 0.0532 0.7311 0.7117
C 1.792724 -1.177973 -4.720473 1.2005 -0.1720 -0.7884
C 3.207252 -1.786862 -4.762632 1.3296 1.4239 0.3609
N 4.085297 -1.476373 -3.586878 -1.0601 -0.5041 -0.2276
C 5.056179 -0.391550 -3.692563 -1.7880 -0.6336 -1.4968
C 5.868185 -0.367400 -2.495831 2.8659 1.0553 1.8127
O 5.272696 -0.043344 -1.255475 -0.4446 0.1940 0.3842
C 5.114266 1.334660 -1.005051 0.8138 1.1710 -1.1484
H 0.432193 -0.894992 -7.669585 -0.0704 0.5376 -0.1175
H 2.148817 -0.486533 -7.404342 -0.1160 0.2906 -0.0126
H 0.878002 0.429329 -6.460814 -0.0102 -0.3530 -0.6860
H 1.215197 -1.682411 -3.958175 -0.1061 0.1207 0.5487
H 1.906584 -0.079585 -4.503857 -0.6441 -0.7202 -0.4384
H 3.828531 -1.398547 -5.624147 -1.0853 -0.6085 0.4655
H 3.086655 -2.856328 -4.833012 0.0940 -0.3415 -0.3909
H 3.543438 -1.394252 -2.729294 0.0194 0.2482 -0.0937
H 4.643150 0.597024 -3.939664 -0.3314 0.0482 0.2865
H 5.689399 -0.612579 -4.549160 0.3251 -0.1507 -0.0213
H 6.648979 0.400060 -2.651254 0.1214 -0.2470 -0.1182
H 6.400800 -1.307258 -2.300132 -0.3139 0.0132 -0.3607
H 4.593022 1.847944 -1.803656 -1.0409 -0.1861 -0.2296
H 6.016433 2.011024 -1.028975 0.2493 -1.3287 0.3927
H 4.624111 1.509804 -0.071592 -0.4485 -0.2325 0.4151
C -3.350828 -3.379552 -5.337512 0.1025 1.4761 -0.8133
O -3.154822 -2.029604 -4.870334 0.8912 -0.4457 -0.1854
C -1.764996 -1.624949 -4.812253 -0.6280 -0.1055 0.1239
C -1.743624 -0.119466 -4.674491 -1.1443 -0.2443 -1.1370
N -2.197253 0.592981 -5.924271 1.6828 -0.0748 1.7513
C -2.171244 2.035118 -5.701024 -0.4826 -0.4185 0.8830
C -2.500957 2.829744 -6.931393 0.4731 0.8124 1.3004
O -3.856745 2.684410 -7.224772 -0.8112 -0.6033 0.2537
C -4.265299 3.625254 -8.186603 0.6911 -0.2146 -0.7504
H -3.240870 -3.419272 -6.463907 0.0666 -0.0943 1.1211
H -4.385851 -3.599640 -5.086359 0.0647 -0.3349 0.0469
H -2.639237 -4.041667 -4.850451 -0.0208 -0.3314 0.0077
H -1.166568 -2.007182 -5.632826 -0.2968 0.2153 -0.6817
H -1.235670 -2.062452 -3.959706 -0.3724 -0.1110 0.5192
H -0.787541 0.195265 -4.368624 1.7348 0.4475 -0.2641
H -2.302077 0.145988 -3.779976 -0.8614 0.0994 0.0978
H -3.139482 0.329209 -6.039136 -1.3392 -0.4753 -0.4270
H -1.230148 2.306912 -5.248229 0.9186 0.1225 -0.5542
H -2.821275 2.359984 -4.871167 -0.5733 -0.1702 -0.2292
H -1.806766 2.535561 -7.725534 -0.2991 0.1206 -0.3951
H -2.350614 3.890040 -6.634686 0.3235 -0.1970 -0.4581
H -5.368127 3.559964 -8.401447 1.2707 -0.2018 0.1993
H -3.595718 3.367501 -9.063268 -1.1987 0.8767 0.1743
H -4.015295 4.636742 -7.805773 -0.2264 -0.2163 -0.4082
C -0.476966 5.259915 4.117040 0.9655 0.0624 1.2372
O -1.818787 4.918771 4.346864 -0.5821 0.0842 -0.6706
C -2.268584 4.856226 5.691422 1.6792 0.1417 -0.2439
C -3.660495 4.326295 5.691770 -1.1301 0.3108 0.2004
N -3.830118 2.958742 5.328442 -0.7369 -0.7265 0.2502
C -3.443379 1.839416 6.186562 0.7717 -0.3915 -2.3248
C -4.118188 0.542825 5.699440 0.8728 1.6390 -1.1813
O -3.614618 0.101181 4.426634 -0.0769 0.8648 0.6810
C -4.669843 -0.306521 3.581391 0.8209 -1.7976 -0.0630
H -0.118372 6.172710 4.663339 -0.7873 -0.0410 -0.5376
H -0.363475 5.378035 3.033908 0.2673 -0.1740 0.5434
H 0.194607 4.508305 4.570761 -0.3314 -0.2490 -0.6912
H -2.143211 5.853466 6.097529 -0.4627 0.4957 0.3892
H -1.573951 4.234443 6.277649 -0.2361 -0.2415 -0.1522
H -4.298189 4.825670 4.953454 0.4057 0.5825 0.0799
H -4.137536 4.580195 6.645686 0.1082 -0.3332 0.1765
H -3.735938 2.868646 4.319940 0.3040 -0.6929 0.6738
H -3.754045 1.944275 7.197102 -0.4274 0.6497 0.9447
H -2.356047 1.710875 6.176536 0.2156 -0.2293 0.2050
H -5.147263 0.828904 5.552677 -0.6624 -0.2848 0.3304
H -3.963588 -0.208964 6.427694 -0.1212 -1.0506 0.8214
H -5.470279 0.404531 3.629017 -0.5788 0.4461 -0.3240
H -5.042848 -1.319227 3.935749 0.1336 0.9401 -0.5853
H -4.232895 -0.419594 2.565830 -0.5272 0.0773 0.6489
C -1.860930 -8.544288 -2.262351 1.9338 0.0885 1.6376
O -2.743209 -7.687181 -1.633695 -1.0835 1.9839 0.2608
C -3.064393 -6.482484 -2.419680 -0.8972 -1.7447 1.2389
C -3.804209 -5.461084 -1.560898 0.8787 -1.1173 0.1298
N -2.907700 -4.974495 -0.519535 -0.2640 0.5783 -1.4056
C -3.334480 -3.859527 0.275945 -0.1526 0.1719 0.3473
C -2.494131 -3.811489 1.520713 0.4718 -0.2674 0.7650
O -2.938187 -2.750793 2.344315 -0.9606 -0.4462 -0.4118
C -2.331159 -2.691436 3.594830 0.8639 -1.2070 0.8720
H -1.756944 -9.449414 -1.631834 -0.0010 0.5088 -0.1295
H -0.867026 -8.019586 -2.279438 -0.4701 -0.8490 -0.6005
H -2.184171 -8.901428 -3.203722 -0.3510 -0.0470 -1.4446
H -3.606945 -6.899666 -3.259245 -0.6281 0.4778 -0.3769
H -2.231452 -5.959450 -2.801265 1.5981 0.1564 -0.3228
H -4.760003 -5.865021 -1.252145 -0.3550 -0.2832 0.6786
H -4.057414 -4.670391 -2.227412 -0.0843 1.0263 -0.5498
H -2.443292 -5.674778 0.005515 0.0583 -0.8696 0.3679
H -4.379395 -3.965093 0.601393 -0.1035 0.2463 -0.1428
H -3.189121 -2.894366 -0.238388 -0.3119 -0.2673 -0.1215
H -1.450702 -3.625860 1.284850 0.4041 -0.0505 -0.2516
H -2.499586 -4.821497 2.014609 -0.2847 0.7716 0.0555
H -2.571644 -3.542011 4.289987 -0.0383 0.0897 -0.8410
H -2.704996 -1.832786 4.131515 0.4031 0.5295 -0.2199
H -1.228165 -2.735022 3.458657 -0.3710 0.4620 0.3512
C 2.649845 -11.544825 -3.413826 -2.2692 0.2627 0.4250
O 2.770251 -10.539653 -2.394148 0.6570 -0.6823 -1.3391
C 3.198790 -9.308902 -3.029386 -0.6099 -1.6861 2.5919
C 3.214631 -8.282840 -1.969740 0.7339 1.1961 0.3247
N 1.900054 -7.919208 -1.548317 -1.0083 0.7360 -0.6388
C 1.845502 -6.549048 -1.033765 0.5394 -1.3475 -0.0656
C 0.528542 -6.176805 -0.400824 0.6859 -0.8099 -0.2718
O 0.580125 -4.908028 0.167707 0.7409 2.6447 -0.9066
C 0.653934 -3.722340 -0.783939 -0.4885 -0.3598 0.4965
H 2.219321 -12.477713 -3.023208 0.3846 0.3209 0.5151
H 3.561282 -11.809132 -3.927388 0.4588 0.3482 -0.2347
H 1.827825 -11.200276 -4.094807 0.9692 -0.1865 -0.1173
H 2.424278 -8.979810 -3.666781 -0.7000 0.1671 -1.4627
H 4.156837 -9.435203 -3.471624 0.8358 -0.1361 -0.7013
H 3.602526 -7.435539 -2.521114 0.2995 0.7301 0.0912
H 3.899369 -8.423900 -1.111781 0.0220 -0.4441 -0.3926
H 1.464462 -8.618453 -0.988799 -0.1969 -0.3480 0.6211
H 2.143951 -5.932736 -1.872232 -0.2453 0.5781 -0.0804
H 2.620716 -6.458844 -0.290243 0.5364 0.4800 0.6933
H 0.309169 -6.898419 0.415829 -0.0737 0.4669 -0.3732
H -0.225138 -6.245866 -1.161074 -0.9048 0.0378 -0.3302
H 1.560734 -3.554861 -1.455505 -0.8952 -1.2199 0.9113
H 0.636258 -2.794088 -0.156130 -0.3500 -1.1832 -0.2725
H -0.284670 -3.823256 -1.380235 0.7122 0.3697 0.2370
C 0.197323 -6.009599 -4.425515 -0.4759 -0.5619 -0.1282
O 0.741194 -4.917885 -5.120917 -0.3596 -0.1800 -0.9448
C 1.321637 -5.344892 -6.352807 0.5616 -0.3205 1.1320
C 2.629649 -6.059777 -6.143329 -0.2495 -1.3740 0.2579
N 3.700133 -5.389762 -5.467111 -0.6638 1.6124 0.2547
C 4.817534 -6.233803 -5.219367 1.2241 -0.4231 -0.6827
C 5.683754 -6.488677 -6.454207 0.3944 -0.1323 -0.2746
O 6.826500 -7.310770 -6.092587 -0.5233 -0.3744 -1.2670
C 7.487342 -7.868027 -7.267129 -0.6951 -1.3644 1.4761
H -0.618680 -6.587851 -5.010860 1.1170 0.9824 0.7805
H -0.195992 -5.584259 -3.504571 -0.2458 -0.2222 0.0425
H 1.002794 -6.702198 -4.159347 -0.2706 -0.2613 0.1370
H 1.477679 -4.475817 -6.938400 -0.0646 0.9513 -0.6104
H 0.716417 -6.090962 -6.879444 -0.4937 0.3429 -0.0024
H 2.948968 -6.339320 -7.121823 0.3954 -0.1016 -0.9856
H 2.389511 -7.058994 -5.695989 0.2271 0.3439 0.1747
H 3.383845 -5.039014 -4.564497 -0.0868 -0.0490 -0.2280
H 4.424044 -7.164080 -4.841148 0.4121 -0.9149 0.4109
H 5.528928 -5.785650 -4.546906 -0.2066 0.2215 0.8656
H 6.112637 -5.543927 -6.826897 -0.4626 -0.0388 0.0146
H 5.035160 -6.914234 -7.243747 0.6501 -0.2484 0.0730
H 7.585115 -7.143368 -8.033893 0.1799 0.9097 -0.7692
H 6.909688 -8.741732 -7.689922 0.3924 0.8129 0.4830
H 8.490473 -8.242945 -6.969340 -0.7188 0.3737 -0.0232
```
Forces are in eV/Å.

Computed properties:
E: -5983.6666 Eh
LUMO level: 0.16 eV
highest occupied orbital energy: -7.913 eV
molar mass: 1846.79 g/mol

These are the Mulliken partial charges, in e, on atoms 1 to 4: C -0.57; O 0.61; H 0.28; H -0.12